(1)
Molecular formula: C21H38AsAuN3O5SSi3
Method: DFT, wB97M-V/def2-TZVPD

Positions of all 73 atoms, in Å:
Au -1.07 -0.95 -0.10
C -3.60 -4.95 -5.81
C -3.16 -3.73 -5.05
C -4.02 -2.66 -4.85
C -3.61 -1.53 -4.16
C -2.31 -1.48 -3.67
C -1.43 -2.54 -3.86
C -1.86 -3.65 -4.55
S -1.81 -0.08 -2.78
O -2.04 1.12 -3.53
O -0.45 -0.32 -2.27
N -2.75 -0.17 -1.43
C -3.03 1.08 -0.78
C -3.75 2.10 -1.39
C -3.95 3.26 -0.67
C -3.46 3.36 0.62
C -2.78 2.28 1.15
N -2.57 1.15 0.47
H -4.63 -4.85 -6.15
H -3.53 -5.84 -5.18
H -2.97 -5.11 -6.68
H -5.03 -2.70 -5.24
H -4.29 -0.70 -4.00
H -0.41 -2.46 -3.48
H -1.18 -4.48 -4.71
H -4.10 1.99 -2.40
H -4.48 4.09 -1.13
H -3.60 4.26 1.21
H -2.38 2.31 2.16
O 1.19 -0.47 2.82
N 1.38 -1.87 2.78
O 0.61 -2.45 3.81
O 1.19 -2.34 1.67
C 1.24 -5.27 1.68
Si -0.32 -4.90 0.75
C -0.06 -4.63 -1.07
C -1.58 -6.21 1.13
As -1.38 -2.82 1.39
Si -1.11 -2.29 3.67
C 1.99 0.11 3.86
C -1.78 -3.61 4.76
C -1.72 -0.58 4.00
Si -3.75 -3.27 1.16
C -4.50 -1.69 1.80
C -3.93 -3.45 -0.68
C -4.43 -4.75 2.06
H 1.51 -6.31 1.52
H 1.12 -5.10 2.75
H 2.06 -4.64 1.34
H 0.53 -5.43 -1.52
H 0.48 -3.69 -1.23
H -1.01 -4.56 -1.60
H -1.12 -7.20 1.06
H -2.42 -6.18 0.44
H -1.97 -6.10 2.14
H 3.04 0.06 3.59
H 1.67 1.15 3.92
H 1.81 -0.39 4.81
H -1.33 -4.57 4.54
H -2.87 -3.69 4.62
H -1.59 -3.37 5.81
H -1.62 0.03 3.10
H -1.16 -0.11 4.81
H -2.78 -0.60 4.29
H -3.97 -0.82 1.40
H -4.45 -1.64 2.89
H -5.55 -1.62 1.52
H -3.55 -2.56 -1.19
H -4.98 -3.56 -0.95
H -3.39 -4.32 -1.05
H -3.88 -5.01 2.96
H -4.45 -5.63 1.42
H -5.46 -4.53 2.36

Calculated values
F_max ... 1.3 eV Å⁻¹
HOMO-LUMO gap (alpha / beta) ... 9.044 / 5.987 eV
Total charge ... +1
Energy relative to the best compared isomer or geometry (same formula, charge and spin) ... 0.0 kcal/mol
2S+1 ... 3
E ... -136092.7020 eV
E_HOMO (alpha / beta) ... -11.334 / -11.503 eV
LUMO (alpha / beta) ... -2.29 / -5.52 eV

(2)
Molecular formula: C21H38BFO5PSi
Method: DFT, wB97M-V/def2-TZVPD

Positions of all 68 atoms, in Å:
C 1.28 -2.59 0.54
C 2.58 -3.17 -0.20
O 3.83 -2.50 0.14
B 3.68 -1.09 0.30
O 3.56 -0.57 1.64
P 3.67 0.22 -1.11
C 2.29 1.48 -0.71
C 1.91 2.38 -2.02
C 0.30 2.51 -2.19
C -0.27 3.38 -0.97
C -1.85 3.25 -0.72
C -2.38 1.71 -0.75
C -1.49 0.71 0.12
C -2.29 -0.24 1.14
Si -3.75 -1.23 0.42
C -4.25 -2.51 1.80
C -5.36 -0.15 0.19
C -3.37 -2.28 -1.13
C -4.29 -3.54 -1.35
C -4.12 -4.52 -2.54
C -3.00 -4.26 -3.58
C -2.07 -3.01 -3.40
C -2.28 -2.03 -2.19
H 0.48 -3.43 0.48
H 1.42 -2.41 1.67
H 0.80 -1.69 0.01
H 2.39 -3.23 -1.33
H 2.70 -4.26 0.15
H 3.66 -1.37 2.23
H 3.53 -0.32 -2.43
H 4.92 0.96 -0.99
H 2.64 2.19 0.13
H 1.35 0.97 -0.29
H 2.30 1.76 -2.92
H 2.44 3.38 -2.03
H -0.13 1.45 -2.26
H 0.13 3.13 -3.15
H 0.27 3.16 0.02
H -0.04 4.49 -1.20
H -2.10 3.65 0.34
H -2.42 3.88 -1.48
H -2.36 1.42 -1.87
H -3.48 1.77 -0.46
H -0.75 0.07 -0.50
H -0.80 1.38 0.77
H -1.53 -0.95 1.62
H -2.72 0.42 1.99
H -5.30 -2.95 1.60
H -3.52 -3.40 1.71
H -4.16 -2.06 2.86
H -6.24 -0.61 0.78
H -5.11 0.85 0.71
H -5.61 0.01 -0.91
H -5.14 -3.77 -0.63
H -4.80 -5.44 -2.66
H -2.80 -4.96 -4.46
H -1.24 -2.85 -4.17
H -1.61 -1.12 -2.11
C 4.49 2.34 2.87
C 4.80 2.36 4.33
O 6.02 3.07 4.40
C 6.00 3.92 3.33
O 6.73 4.85 3.21
O 5.04 3.57 2.43
F 5.00 1.10 4.80
H 4.98 1.52 2.34
H 3.41 2.30 2.67
H 4.05 2.86 4.95

Calculated values
F_max ... 5.0 eV Å⁻¹
HOMO-LUMO gap ... 6.534 eV
Total charge ... +1
E ... -53180.7801 eV
E_HOMO ... -10.784 eV
LUMO ... -4.25 eV

(3)
Molecular formula: C21H38InN4O2SSe2
Method: DFT, wB97M-V/def2-TZVPD

Positions of all 69 atoms, in Å:
In -0.91 0.20 1.70
C 3.29 -0.93 -1.54
C 2.28 -0.08 -2.25
C 2.54 1.26 -2.55
C 1.63 2.03 -3.26
C 0.43 1.47 -3.67
C 0.15 0.14 -3.38
C 1.08 -0.63 -2.68
H 4.03 -1.32 -2.24
H 2.82 -1.78 -1.05
H 3.84 -0.36 -0.79
H 3.49 1.69 -2.25
H 1.87 3.05 -3.52
H -0.27 2.07 -4.25
H -0.76 -0.31 -3.73
H 0.87 -1.67 -2.49
O -3.07 -3.90 2.51
C -2.27 -2.89 3.14
C -0.80 -3.15 2.89
C -0.44 -4.59 3.38
O -0.89 -5.64 2.56
C 0.06 -2.25 3.79
Se -0.38 -0.34 4.08
C -0.38 -3.12 1.41
Se -0.99 -1.72 0.14
H -3.94 -3.91 2.93
H -2.44 -2.90 4.23
H -2.57 -1.90 2.78
H -0.82 -4.69 4.40
H 0.65 -4.68 3.42
H -1.85 -5.54 2.48
H 1.10 -2.31 3.48
H 0.00 -2.64 4.81
H -0.73 -4.02 0.93
H 0.71 -3.12 1.35
C 0.29 2.95 2.36
C 1.23 4.14 2.07
N 2.02 3.89 0.87
C 2.76 2.64 1.02
C 1.79 1.45 1.19
N 0.39 1.97 1.24
C 0.08 2.65 -0.04
C 1.12 3.78 -0.28
H -0.75 3.26 2.43
H 0.55 2.43 3.28
H 1.91 4.30 2.91
H 0.67 5.06 1.92
H 3.42 2.74 1.89
H 3.39 2.50 0.14
H 1.97 0.90 2.12
H 1.85 0.75 0.35
H -0.93 3.06 0.05
H 0.10 1.90 -0.84
H 0.63 4.73 -0.44
H 1.72 3.56 -1.16
C -3.44 0.41 -2.32
N -3.13 0.98 -1.02
C -3.65 0.56 0.14
S -3.19 1.34 1.62
N -4.53 -0.43 0.11
C -5.11 -1.12 1.25
H -2.87 0.95 -3.07
H -4.50 0.50 -2.55
H -3.14 -0.64 -2.36
H -2.55 1.80 -0.96
H -4.73 -0.84 -0.80
H -4.93 -0.54 2.15
H -4.64 -2.10 1.35
H -6.18 -1.23 1.10

Calculated values
F_max ... 0.3 eV Å⁻¹
HOMO-LUMO gap ... 8.773 eV
Total charge ... +1
Energy relative to the best compared isomer or geometry (same formula, charge and spin) ... 0.0 kcal/mol
E ... -179147.2186 eV
E_HOMO ... -11.120 eV
LUMO ... -2.35 eV

(4)
Molecular formula: C21H38N2O12
Method: DFT, wB97M-V/def2-TZVPD

Positions of all 73 atoms, in Å:
C -4.78 3.00 0.10
C -5.86 2.10 0.60
C -6.05 2.06 2.16
O -7.36 2.45 2.28
C -7.98 2.66 1.07
O -9.14 3.03 0.84
O -7.12 2.53 0.08
H -4.91 4.13 0.23
H -4.73 2.99 -1.01
H -3.83 2.61 0.44
H -5.68 1.02 0.19
H -5.34 2.76 2.70
H -5.89 1.05 2.56
C 0.49 -1.66 4.01
O 1.28 -0.53 3.73
C 2.53 -0.74 4.17
O 2.81 -1.77 5.17
O 3.57 0.06 3.71
C 4.88 -0.37 3.78
H -0.52 -1.46 3.66
H 0.45 -1.87 5.04
H 0.91 -2.54 3.43
H 4.92 -1.48 3.82
H 5.38 0.17 4.63
H 5.33 -0.02 2.87
C 3.47 0.46 -2.81
O 2.04 0.18 -2.81
C 1.19 0.98 -3.39
O 1.65 2.01 -4.19
O -0.08 0.67 -3.25
C -1.06 1.55 -3.70
H 3.70 1.35 -2.20
H 3.89 0.63 -3.81
H 4.00 -0.36 -2.28
H -0.84 2.63 -3.53
H -1.94 1.32 -3.13
H -1.24 1.60 -4.72
C -2.89 -1.47 -5.13
O -3.24 -0.70 -4.03
C -3.09 -1.11 -2.76
O -2.75 -2.43 -2.49
O -3.33 -0.24 -1.76
C -3.10 -0.71 -0.44
H -1.89 -1.56 -5.45
H -3.59 -1.29 -5.97
H -3.13 -2.49 -4.84
H -2.05 -0.80 -0.13
H -3.48 -1.77 -0.31
H -3.68 -0.28 0.40
C 3.73 -2.64 0.97
C 4.87 -2.59 -0.02
C 6.22 -1.95 0.47
C 6.72 -2.53 1.73
N 7.13 -2.96 2.73
H 3.99 -3.25 1.82
H 2.91 -3.16 0.53
H 3.41 -1.71 1.46
H 4.47 -1.90 -0.83
H 5.02 -3.56 -0.50
H 6.16 -0.85 0.60
H 7.02 -2.09 -0.25
C -0.56 1.76 -0.22
C 0.08 0.95 0.91
C 1.19 0.01 0.37
C 2.50 0.57 0.45
N 3.58 1.00 0.46
H 0.27 2.27 -0.77
H -1.27 2.52 0.05
H -1.22 1.11 -0.89
H -0.72 0.25 1.25
H 0.37 1.58 1.75
H 1.08 -0.25 -0.65
H 1.16 -0.92 1.03

Calculated values
F_max ... 9.2 eV Å⁻¹
HOMO-LUMO gap ... 10.175 eV
Energy relative to the best compared isomer or geometry (same formula, charge and spin) ... 0.0 kcal/mol
E ... -49937.0218 eV
E_HOMO ... -10.319 eV
SMILES ... C[C@H]1COC(=O)O1.COC(=O)OC.COC(=O)OC.COC(=O)OC.CCCC#N.CCCC#N
LUMO ... -0.14 eV